The following is a DFT calculation (ωB97M-V with the def2-TZVPD basis set) of C33H47BN10O2Ti as an isolated structure.

```
94
Properties=species:S:1:pos:R:3:forces:R:3:lowdin_spin:R:1
Ti -0.2427 0.0667 -0.5108 -1.279 -0.824 -0.771 0.89
C -0.4224 1.0172 -5.3588 -0.043 0.000 0.004 0.00
C -0.8867 0.8522 -3.9170 0.085 -0.046 0.082 0.00
C -2.4091 0.7831 -3.8144 -0.029 0.039 0.015 0.00
C -0.3370 1.9354 -3.0322 -0.002 -0.148 0.002 0.01
C 0.3784 3.0901 -3.3780 -0.082 -0.070 0.247 0.00
C 0.6823 3.6796 -2.1680 -0.044 -0.074 0.052 0.01
N 0.1704 2.9296 -1.1800 -0.016 0.308 -0.113 0.00
N -0.4554 1.8471 -1.7046 0.152 0.565 -0.223 0.01
B 0.2022 3.3377 0.3050 -0.088 -0.084 0.021 0.00
N 1.6156 3.2000 0.8981 0.096 -0.036 0.046 0.00
C 2.0545 3.8389 1.9985 0.079 0.051 0.045 0.00
C 3.2978 3.3392 2.3186 -0.054 0.026 -0.035 0.00
C 3.5432 2.3705 1.3213 0.009 -0.094 0.015 0.00
N 2.5225 2.2965 0.4818 -0.092 -0.016 -0.050 0.00
C 4.7119 1.4419 1.1723 0.022 -0.022 -0.090 0.00
C 6.0378 2.1395 1.4649 0.016 0.015 -0.007 0.00
C 4.5369 0.2168 2.0683 -0.004 -0.017 -0.003 0.00
N -0.8434 2.5434 1.1565 -0.138 0.215 0.121 0.01
C -1.4480 3.0936 2.2248 -0.142 -0.152 -0.147 0.01
C -2.3542 2.1890 2.7401 0.332 -0.007 -0.215 0.00
C -2.2236 1.0589 1.9133 -0.132 -0.051 -0.017 0.02
N -1.3050 1.2776 0.9689 0.076 0.368 0.578 0.01
C -3.0737 -0.1781 1.9576 0.037 0.011 -0.037 0.00
C -4.5032 0.1923 1.5439 0.001 0.027 0.034 0.00
C -3.0968 -0.8038 3.3528 -0.054 0.033 -0.043 0.00
H -0.7972 0.1912 -5.9664 -0.005 -0.019 0.001 0.00
H 0.6644 1.0255 -5.4258 0.076 -0.011 0.018 0.00
H -0.8081 1.9464 -5.7900 -0.018 0.037 -0.004 0.00
H -0.4945 -0.0915 -3.5209 -0.003 0.007 -0.030 0.00
H -2.8589 1.7242 -4.1463 -0.016 0.019 -0.011 0.00
H -2.7081 0.5842 -2.7858 0.025 0.007 0.000 0.00
H -2.7947 -0.0253 -4.4380 -0.017 -0.048 -0.025 0.00
H 0.6713 3.4128 -4.3593 0.020 0.019 -0.059 0.00
H 1.2368 4.5723 -1.9340 0.002 0.060 0.001 0.00
H -0.1048 4.5063 0.4124 -0.036 0.005 0.044 0.00
H 1.4572 4.6025 2.4666 -0.040 0.062 0.042 0.00
H 3.9329 3.6369 3.1351 0.039 0.019 0.041 0.00
H 4.7105 1.0965 0.1349 -0.028 0.015 0.014 0.00
H 6.1033 2.4259 2.5185 -0.014 0.020 0.032 0.00
H 6.1583 3.0431 0.8654 -0.008 0.012 -0.037 0.00
H 6.8743 1.4714 1.2526 0.021 -0.030 -0.001 0.00
H 4.5362 0.5171 3.1216 -0.010 -0.013 0.031 0.00
H 5.3396 -0.5026 1.9028 0.059 -0.021 0.000 0.00
H 3.5968 -0.2820 1.8425 -0.030 -0.016 -0.063 0.00
H -1.2024 4.0986 2.5208 -0.022 0.047 0.008 0.00
H -3.0165 2.3193 3.5777 -0.020 0.010 0.036 0.00
H -2.6549 -0.8852 1.2341 0.004 0.019 0.013 0.00
H -4.9298 0.8922 2.2665 -0.017 0.048 0.052 0.00
H -5.1414 -0.6935 1.5119 0.014 0.036 0.037 0.00
H -4.5262 0.6642 0.5622 0.012 -0.012 0.015 0.00
H -3.5465 -0.1156 4.0744 -0.023 0.035 0.028 0.00
H -2.0931 -1.0458 3.6869 0.096 -0.028 0.009 0.00
H -3.7006 -1.7146 3.3480 -0.003 -0.021 -0.012 0.00
C 0.8190 -0.0115 4.3216 0.015 0.000 -0.013 0.00
C 1.0679 -0.6601 2.9712 0.080 0.003 -0.088 0.00
O -0.0924 -1.3328 2.5136 -0.163 0.040 0.140 0.01
C -0.0779 -2.7376 2.6629 0.041 0.016 -0.016 0.00
C 0.6405 -3.4202 1.5156 -0.031 -0.044 -0.025 0.00
H 1.6804 0.5919 4.6130 0.058 0.019 0.018 0.00
H 0.6397 -0.7578 5.0993 -0.029 -0.040 0.022 0.00
H -0.0509 0.6442 4.2639 -0.030 0.022 -0.031 0.00
H 1.9131 -1.3574 3.0161 -0.022 0.034 0.018 0.00
H 1.3271 0.0868 2.2175 -0.029 -0.009 0.074 0.00
H -1.1264 -3.0510 2.6817 0.008 0.026 -0.004 0.00
H 0.3600 -3.0052 3.6395 0.009 -0.022 -0.067 0.00
H 0.1895 -3.1088 0.5726 -0.037 -0.010 0.117 0.00
H 0.5584 -4.5067 1.6052 0.002 -0.031 0.028 0.00
H 1.6955 -3.1486 1.4773 0.020 0.040 -0.007 0.00
O 1.4570 -0.7244 0.0518 0.841 -0.148 0.247 0.21
N 1.6166 -0.1960 -1.1927 0.448 -0.209 -0.033 0.46
C 2.7827 -0.4730 -1.8478 -0.077 0.014 0.009 0.11
C 2.9217 0.0358 -3.1529 0.069 0.040 -0.026 0.03
N 3.0272 0.4647 -4.2268 -0.010 -0.021 -0.011 0.06
C 3.7986 -1.2792 -1.3101 0.082 -0.042 -0.018 0.04
N 4.6627 -1.9428 -0.9038 -0.005 0.045 0.064 0.09
C -4.2531 -1.5259 -1.2171 -0.041 -0.055 0.067 0.00
C -3.2911 -2.5904 -1.6682 -0.254 -0.078 -0.065 0.00
C -3.7826 -3.8097 -2.1119 -0.038 0.035 -0.031 0.00
C -2.9446 -4.8165 -2.5676 -0.010 -0.034 0.007 0.00
C -1.5758 -4.5590 -2.5943 -0.001 -0.002 -0.028 0.00
C -1.0423 -3.3566 -2.1653 -0.092 -0.091 0.034 0.00
C 0.4330 -3.1265 -2.2564 0.151 0.146 -0.014 0.00
C -1.8937 -2.3322 -1.6367 0.215 0.331 0.174 0.00
N -1.4004 -1.1768 -1.1423 0.054 -0.154 0.055 -0.02
H -5.0632 -1.3920 -1.9410 -0.018 -0.016 -0.005 0.00
H -3.7248 -0.5806 -1.0971 0.004 -0.052 -0.018 0.00
H -4.7151 -1.7726 -0.2529 0.081 -0.008 -0.154 0.00
H -4.8603 -3.9625 -2.1052 0.002 -0.027 -0.009 0.00
H -3.3418 -5.7669 -2.9046 -0.005 -0.010 -0.012 0.00
H -0.8908 -5.3150 -2.9695 -0.021 -0.021 -0.009 0.00
H 0.9194 -3.9538 -2.7783 0.016 -0.003 0.019 0.00
H 0.9075 -3.0019 -1.2798 -0.032 0.015 -0.069 0.00
H 0.6545 -2.2006 -2.7916 -0.006 0.024 -0.031 0.00
```
Positions in Å, forces in eV/Å.

Calculated values
Net charge = -2
Max |F| = 1.71 eV Å⁻¹
LUMO level (alpha / beta) = 4.3517 / 4.3460 eV
Spin multiplicity = 3
⟨S²⟩ = 2.01
Total energy = -2858.17163 Ha
Highest occupied orbital energy (alpha / beta) = -0.11 / -1.17 eV



The following is a DFT calculation (ωB97M-V with the def2-TZVPD basis set) of C33H47Br3MoN2OSbSe4Si as an isolated structure.

```
93
Properties=species:S:1:pos:R:3:forces:R:3:mulliken_charge:R:1
Mo -2.8101 -0.4630 -1.5388 0.424 -0.330 -0.015 -0.09
C -1.3005 -3.6441 -0.8795 -0.052 0.007 0.019 -1.19
C -1.7825 -2.9623 0.3608 0.018 -0.027 0.078 0.68
C -1.7304 -3.6544 1.5973 0.003 -0.011 -0.124 -1.07
C -2.1217 -3.0540 2.7537 0.016 -0.023 0.047 -0.81
C -2.5891 -1.7241 2.7191 -0.023 0.071 -0.055 0.66
C -2.9906 -0.9546 3.8385 0.021 -0.021 -0.061 0.22
Br -2.9066 -1.6949 5.5840 0.010 0.005 -0.005 -0.21
C -3.4349 0.3237 3.6786 -0.016 0.053 0.067 -0.48
C -3.5113 0.9022 2.3991 0.028 0.009 0.014 -0.06
Br -4.1119 2.6785 2.2424 -0.003 0.029 -0.035 -0.15
C -3.1269 0.2122 1.2712 -0.101 0.212 -0.221 0.89
O -3.1476 0.7157 0.0527 -0.099 0.015 0.300 -0.92
C -2.6486 -1.1137 1.4547 0.020 -0.117 0.072 -0.41
N -2.2435 -1.7248 0.3064 0.026 -0.109 -0.154 0.43
H -0.9876 -4.6632 -0.6561 -0.004 0.018 -0.011 0.46
H -0.4510 -3.1067 -1.3010 -0.003 0.020 0.004 0.09
H -2.0779 -3.6757 -1.6448 -0.020 -0.004 0.001 0.19
H -1.3644 -4.6721 1.5953 -0.005 0.006 0.029 0.45
H -2.0661 -3.5772 3.6994 -0.005 0.000 -0.007 0.39
H -3.7368 0.9112 4.5347 0.004 -0.020 0.000 0.44
C -2.6260 4.4636 -4.0609 0.009 -0.014 -0.007 -1.70
C -2.6015 3.0554 -4.6712 -0.021 0.027 -0.016 2.22
C -1.2689 2.8302 -5.4004 -0.006 0.022 0.001 -1.36
C -3.7585 2.9028 -5.6694 0.008 -0.030 -0.014 -1.50
C -2.7586 2.0476 -3.6127 0.028 0.002 0.013 -0.44
C -2.8863 1.1638 -2.7850 -0.078 0.220 0.088 0.10
H -2.5139 5.2173 -4.8458 -0.001 -0.011 0.002 0.38
H -1.8123 4.5859 -3.3435 -0.005 0.004 0.001 0.36
H -3.5675 4.6384 -3.5389 0.006 -0.005 -0.004 0.39
H -1.1458 3.5636 -6.2040 -0.002 -0.026 0.019 0.45
H -1.2376 1.8269 -5.8276 -0.006 0.000 -0.007 0.17
H -0.4319 2.9308 -4.7058 0.003 0.004 -0.002 0.26
H -3.6497 3.6299 -6.4795 0.001 0.001 0.003 0.39
H -4.7154 3.0698 -5.1738 -0.004 0.001 0.006 0.39
H -3.7662 1.8980 -6.0948 0.004 0.018 0.012 0.25
C 1.4133 -0.5911 -4.0396 0.078 0.031 -0.048 -0.56
C 0.4842 -1.5940 -4.2197 -0.111 -0.059 0.027 -0.97
C -0.6573 -1.6038 -3.4341 0.089 -0.046 -0.074 -0.54
N -0.8966 -0.6714 -2.5079 -0.037 0.153 0.148 1.46
C 0.0034 0.3189 -2.3432 -0.072 -0.088 -0.093 -0.61
C 1.1651 0.3821 -3.0802 0.003 0.030 0.054 -0.90
H 2.3089 -0.5490 -4.6469 -0.010 -0.003 0.009 0.51
H 0.5864 -2.3650 -4.9706 0.022 0.012 0.004 0.45
H -1.3936 -2.3866 -3.5618 0.014 0.019 0.024 0.18
H -0.2394 1.0795 -1.6119 -0.026 -0.012 -0.022 0.81
H 1.8513 1.2013 -2.9116 0.007 -0.009 -0.010 0.63
Se -2.4822 -1.0513 -6.4985 -0.013 0.004 0.008 -0.48
Sb -3.5976 -2.9819 -5.6904 -0.056 -0.035 -0.139 0.77
Se -4.2893 -1.8359 -2.4611 -0.228 -0.029 0.002 -0.59
Se -2.2643 -4.7106 -4.7261 0.061 -0.039 0.066 -0.54
Se -5.9046 -3.3558 -6.0452 0.023 0.025 -0.009 -0.55
C 1.4457 -1.9834 0.7525 0.099 0.029 0.001 -1.92
C 2.6143 -1.0613 1.1487 -0.014 -0.031 -0.008 3.26
C 3.1627 -0.4905 -0.1663 0.018 -0.012 -0.043 -2.24
C 3.7247 -1.9056 1.7970 -0.019 -0.017 -0.024 -1.88
Si 2.0425 0.3585 2.3085 -0.075 -0.023 -0.004 -0.39
Br 0.0693 1.0531 1.4492 0.053 0.057 0.008 -0.32
C 1.6278 -0.2050 4.0999 0.016 0.009 0.019 2.54
C 0.9103 -1.5617 4.0870 0.004 0.000 0.001 -2.00
C 2.8971 -0.3384 4.9569 -0.001 0.005 0.011 -1.92
C 0.6664 0.7664 4.8054 0.000 -0.007 0.022 -1.62
C 3.1890 1.8946 2.2328 0.035 -0.017 0.006 2.44
C 4.6599 1.4960 2.4406 0.017 0.013 -0.012 -1.71
C 2.8061 2.9135 3.3162 0.017 0.029 -0.017 -2.12
C 3.0721 2.6281 0.8870 0.016 0.043 -0.031 -1.90
H 1.8335 -2.7801 0.1064 -0.004 0.014 0.017 0.69
H 0.6841 -1.4414 0.1882 0.039 -0.003 0.008 -0.25
H 0.9562 -2.4553 1.6015 -0.006 -0.005 0.054 0.11
H 3.3869 -1.3204 -0.8460 -0.015 0.011 0.008 0.64
H 4.0836 0.0781 -0.0285 -0.032 -0.058 -0.019 0.48
H 2.4296 0.1464 -0.6648 0.032 -0.044 0.020 0.11
H 4.0774 -2.6461 1.0704 -0.005 0.010 0.014 0.50
H 3.3752 -2.4531 2.6716 -0.027 -0.014 0.039 0.36
H 4.5884 -1.3082 2.0979 -0.027 0.006 -0.012 0.33
H 1.5448 -2.3768 3.7416 0.032 -0.028 -0.030 0.26
H 0.0160 -1.5316 3.4644 -0.021 0.002 -0.018 0.17
H 0.5900 -1.8012 5.1071 0.001 -0.007 -0.016 0.67
H 3.6358 -1.0097 4.5159 0.010 -0.025 -0.022 0.31
H 2.6229 -0.7504 5.9347 0.008 0.009 -0.017 0.52
H 3.3806 0.6232 5.1353 -0.010 -0.012 -0.007 0.33
H -0.2946 0.8186 4.2941 -0.027 -0.003 -0.014 0.14
H 1.0579 1.7772 4.8897 0.013 0.023 0.006 0.30
H 0.4814 0.3943 5.8199 0.007 0.012 -0.026 0.54
H 4.8248 0.9615 3.3776 -0.012 -0.001 0.016 0.27
H 5.2759 2.4021 2.4675 -0.011 -0.013 0.000 0.53
H 5.0371 0.8725 1.6283 -0.008 0.031 0.036 0.31
H 2.9867 2.5446 4.3258 0.001 -0.004 -0.014 0.33
H 1.7581 3.2108 3.2392 0.010 0.001 -0.007 0.34
H 3.4170 3.8136 3.1831 -0.016 -0.012 0.008 0.59
H 3.3483 2.0101 0.0344 -0.010 0.076 0.062 0.35
H 3.7470 3.4916 0.9019 -0.017 -0.006 0.002 0.55
H 2.0598 2.9971 0.7213 0.011 0.013 -0.001 0.35
```
Positions in Å, forces in eV/Å.

Calculated values
Net charge = -1
Max |F| = 0.54 eV Å⁻¹
LUMO level (alpha / beta) = 1.3228 / 1.3180 eV
Total energy = -19396.34285 Ha
Highest occupied orbital energy (alpha / beta) = -4.58 / -4.60 eV